(1)
This record from the OMol25 dataset describes one molecule with the formula C2H2N2O. The level of theory is ωB97M-V/def2-TZVPD.

Summary:
E_LUMO, eV: 0.14
HOMO level, eV: -9.36
Energy relative to the best compared isomer or geometry (same formula, charge and spin), kJ/mol: 218.44
Energy, hartree: -262.08072

Structure (ORCA input):
```
! RIJCOSX wB97M-V def2-TZVPD def2/J DEFGRID3
* xyz 0 1
O 0.5823 1.8798 0.4010
C -0.2595 1.0672 0.0999
C -0.2299 -0.3816 0.3523
N 0.7526 -1.1044 -0.1124
N 1.4523 -1.8458 -0.5957
H -1.1578 1.3494 -0.4831
H -1.1399 -0.9646 0.3380
*
```

natural (NBO) atomic charge list, values in e, 5 entries: number 1, O, carries -0.510; number 2, C, carries 0.387; number 3, C, carries -0.381; number 4, N, carries 0.104; number 5, N, carries 0.049

***

(2)
This record from the OMol25 dataset describes a 3-piece molecular cluster, C17H37NO10S overall. The level of theory is ωB97M-V/def2-TZVPD.

Summary:
E_LUMO, eV: 0.40
HOMO level, eV: -9.07
Energy, hartree: -1875.11367

Structure (ORCA input):
```
! RIJCOSX wB97M-V def2-TZVPD def2/J DEFGRID3
* xyz 0 1
C 4.9377 2.0622 -3.3608
O 3.9314 2.4128 -2.4220
C 3.4011 3.7089 -2.5904
C 2.0102 3.6923 -3.2137
S 1.6451 5.4011 -3.8342
O 1.8567 2.7760 -4.3077
C 0.4987 2.7727 -4.5329
O -0.0252 2.5482 -5.5724
O -0.1599 3.0594 -3.3719
C 0.8393 3.2139 -2.3531
N 1.0841 1.9053 -1.7482
H 4.5064 1.8496 -4.3468
H 5.4176 1.1521 -2.9927
H 5.6847 2.8577 -3.4555
H 3.2890 4.1660 -1.5973
H 4.0651 4.3625 -3.1674
H 2.5380 5.3174 -4.8271
H 0.5340 3.8972 -1.5582
H 0.5783 1.1925 -2.2595
H 2.0690 1.6649 -1.7531
C -3.9738 0.3161 3.3930
O -3.0581 1.2281 3.9597
C -1.9984 0.6748 4.7083
C -0.6072 0.8890 4.1321
O -0.3567 0.3965 2.8329
C -1.0037 0.9786 1.7165
C -0.6923 2.4220 1.3682
O -0.9661 3.3730 2.3789
C 0.1443 4.0608 2.9102
H -4.9182 0.3363 3.9447
H -4.1784 0.6122 2.3620
H -3.5869 -0.7061 3.3907
H -2.1644 -0.3941 4.8822
H -1.9963 1.1637 5.6900
H 0.0619 0.3112 4.7769
H -0.2975 1.9313 4.2298
H -2.0831 0.8181 1.7663
H -0.6562 0.3936 0.8600
H -1.3305 2.6658 0.5103
H 0.3440 2.5019 1.0246
H 1.0894 3.5733 2.6570
H 0.0543 4.0954 3.9984
H 0.1631 5.0910 2.5416
C 0.5358 -3.8648 2.3193
O -0.5571 -4.4446 1.6356
C -1.6449 -3.5881 1.3651
C -1.9158 -3.3132 -0.1061
O -0.8709 -2.7446 -0.8690
C 0.3032 -3.4869 -1.1272
C 0.1799 -4.7181 -2.0100
O -0.6968 -5.7187 -1.5392
C -1.8388 -5.9792 -2.3270
H 0.5568 -4.2104 3.3570
H 1.4639 -4.1838 1.8398
H 0.4946 -2.7727 2.3100
H -1.5299 -2.6381 1.8995
H -2.5493 -4.0690 1.7575
H -2.7049 -2.5553 -0.1175
H -2.3351 -4.1924 -0.5990
H 0.8377 -3.7182 -0.2041
H 0.9427 -2.7961 -1.6851
H 1.1846 -5.1561 -2.0564
H -0.0872 -4.4191 -3.0292
H -2.0265 -5.1853 -3.0540
H -2.7093 -6.0615 -1.6725
H -1.7230 -6.9290 -2.8564
*
```

natural (NBO) atomic charge list, values in e, 5 entries: number 1, C, carries -0.249; number 2, O, carries -0.551; number 3, C, carries -0.106; number 4, C, carries 0.115; number 5, S, carries -0.031

***

(3)
This record from the OMol25 dataset describes one molecule with the formula C4H9NO2. The level of theory is ωB97M-V/def2-TZVPD.

Summary:
E_LUMO, eV: 0.77
HOMO level, eV: -9.91
Energy relative to the best compared isomer or geometry (same formula, charge and spin), kJ/mol: 80.64
Energy, hartree: -363.05482

Structure (ORCA input):
```
! RIJCOSX wB97M-V def2-TZVPD def2/J DEFGRID3
* xyz 0 1
C -0.3104 -1.2286 -1.3997
C -0.2276 -0.4315 -0.1003
C 1.1542 -0.4492 0.6004
O 1.0397 -0.6606 1.9833
N -0.6619 0.9353 -0.3950
C -0.6877 1.9131 0.5307
O -0.3580 1.7772 1.7006
H -1.3535 -1.3216 -1.7266
H 0.0866 -2.2379 -1.2644
H 0.2593 -0.7470 -2.2036
H -0.9228 -0.8742 0.6248
H 1.7654 -1.2696 0.2101
H 1.6821 0.4916 0.3826
H 0.5457 0.1086 2.3146
H -0.9763 1.1533 -1.3293
H -1.0340 2.8816 0.1281
*
```

natural (NBO) atomic charge list, values in e, 5 entries: number 1, C, carries -0.616; number 2, C, carries -0.089; number 3, C, carries -0.067; number 4, O, carries -0.726; number 5, N, carries -0.606

***

(4)
This record from the OMol25 dataset describes one molecule with the formula C4H6O2. The level of theory is ωB97M-V/def2-TZVPD.

Summary:
E_LUMO, eV: 0.80
HOMO level, eV: -10.11
Energy relative to the best compared isomer or geometry (same formula, charge and spin), kJ/mol: 201.76
Energy, hartree: -306.42945

Structure (ORCA input):
```
! RIJCOSX wB97M-V def2-TZVPD def2/J DEFGRID3
* xyz 0 1
C -0.8415 -1.0678 -0.2193
C 0.0723 0.0931 0.2106
C -0.3825 1.4986 0.1171
O -0.0800 0.9367 1.3724
C 1.5129 -0.2962 0.0157
O 1.7901 -1.3047 -0.5871
H -1.0305 -1.8088 0.5619
H -1.7724 -0.6741 -0.6203
H -0.3690 -1.6398 -1.0322
H 0.2421 2.2971 -0.2888
H -1.4551 1.6569 -0.0129
H 2.3136 0.3091 0.4829
*
```

natural (NBO) atomic charge list, values in e, 5 entries: number 1, C, carries -0.643; number 2, C, carries 0.088; number 3, C, carries -0.083; number 4, O, carries -0.466; number 5, C, carries 0.413